# 1
The following is a DFT calculation (wB97M-V/def2-TZVPD) of a cluster of 7 separate species, C35H63F12N2O9 in total.

```
121
Properties=species:S:1:pos:R:3:forces:R:3:lowdin_charge:R:1
C 0.79172 -3.55036 -3.24111 1.527 0.187 -0.906 -0.086
C 0.38643 -4.42635 -1.98965 -0.959 3.688 1.215 -0.152
C -0.53234 -3.57345 -0.95752 3.413 -0.199 -3.084 -0.136
N -0.82927 -4.24203 0.28173 -3.390 -4.075 -0.910 -0.222
C 0.34351 -4.66443 1.06572 1.276 1.054 0.286 -0.067
C 0.04453 -5.21583 2.43300 -7.604 1.386 -3.166 -0.159
C -0.73780 -4.37260 3.37205 -2.564 4.161 -1.104 -0.119
C -2.03503 -3.89958 2.53304 5.313 -0.966 -2.939 -0.079
C -1.75342 -3.38273 1.03746 -3.658 -7.045 2.846 -0.043
C -1.68442 -5.50566 -0.06314 5.404 1.581 0.183 0.085
H 0.89324 -4.29183 -4.07599 0.201 0.676 0.589 0.074
H 1.89632 -3.03670 -3.13842 -3.028 -1.108 -0.034 0.127
H 0.03085 -2.79362 -3.70620 1.244 -1.238 1.581 0.089
H 1.20420 -4.75844 -1.38061 0.850 -0.040 -0.302 0.087
H -0.16159 -5.26407 -2.25205 -1.013 -1.660 -0.971 0.066
H -1.22526 -2.96439 -1.49881 -2.278 -0.980 -0.088 0.131
H 0.01555 -2.69241 -0.78472 1.808 0.989 1.319 0.110
H 0.76650 -3.68459 1.10458 1.260 0.734 1.058 0.125
H 1.14398 -5.22718 0.54385 -1.213 -0.083 -0.125 0.154
H 0.81144 -5.40503 2.89166 8.946 -2.322 4.203 0.032
H -0.56037 -6.09900 2.53173 0.040 -1.081 -1.246 0.136
H -0.22318 -3.36678 3.69934 -0.713 -2.183 -0.224 0.152
H -1.25107 -4.93211 4.16935 1.102 0.257 0.186 0.126
H -2.59369 -3.33764 3.10169 -2.072 5.123 2.692 0.054
H -2.77841 -4.57677 2.62059 -1.849 -3.874 -1.046 0.072
H -1.41250 -2.51305 1.04031 3.365 7.716 0.247 0.041
H -2.65289 -3.36506 0.44504 -0.514 -0.059 -0.032 0.141
H -2.24399 -5.33085 -0.82312 -4.410 2.470 -4.501 0.052
H -2.20962 -5.88800 0.66747 -2.297 -1.514 4.209 0.062
H -1.17534 -6.25801 -0.57975 2.153 -1.316 0.219 0.107
C -0.91398 1.42980 -4.78417 0.940 2.067 0.572 -0.085
C -1.94172 1.80244 -3.79871 -1.638 5.919 3.067 -0.267
C -2.16093 0.96432 -2.49898 1.816 -1.469 -3.473 -0.120
N -3.22224 1.39920 -1.48364 5.306 -2.282 -1.278 -0.238
C -4.40169 1.70630 -2.19547 -3.699 3.739 0.500 -0.112
C -5.65037 2.07097 -1.31047 4.312 -5.840 3.273 -0.078
C -5.85694 0.98414 -0.19919 1.125 -0.316 -0.717 -0.146
C -4.52151 0.54445 0.43235 1.119 0.508 2.825 -0.166
C -3.49284 0.24446 -0.63228 1.507 -1.990 1.792 -0.170
C -2.53971 2.47605 -0.69890 -4.647 0.519 0.729 0.051
H -0.59741 2.28478 -5.48422 -0.999 -1.697 0.725 0.144
H -1.29637 0.52661 -5.10366 -0.305 -1.858 -2.254 0.058
H -0.07957 1.17562 -4.22490 2.277 -0.489 0.758 0.035
H -2.81091 2.03677 -4.41580 -0.775 -0.586 0.625 0.105
H -1.78242 2.86763 -3.30295 0.337 -1.446 -1.406 0.137
H -1.15581 0.57005 -2.19809 -0.674 1.540 1.552 0.149
H -2.35125 0.07167 -3.04473 -2.025 -1.695 0.416 0.108
H -4.73501 0.98601 -2.93992 0.834 0.108 -0.121 0.165
H -4.30684 2.75369 -2.44232 0.778 -0.084 -2.072 0.141
H -6.40961 2.25584 -1.89350 -4.196 0.623 -3.149 0.071
H -5.47900 2.87692 -0.73247 0.893 3.282 1.471 0.080
H -6.28007 0.06146 -0.48217 -0.652 -1.119 -1.371 0.097
H -6.57665 1.30579 0.47963 -0.897 0.965 1.613 0.092
H -4.50782 -0.42605 1.06517 -0.798 1.481 -1.024 0.142
H -4.07614 1.31736 1.24728 -1.030 -1.561 -2.023 0.160
H -3.73497 -0.64102 -1.25217 -0.476 0.779 -0.096 0.148
H -2.53620 -0.10855 -0.14556 -0.571 0.895 -0.450 0.139
H -2.45894 3.40939 -1.14257 0.537 1.290 -1.903 0.099
H -1.78346 2.29967 -0.03647 2.715 -1.885 0.698 0.053
H -3.33521 2.67838 -0.01400 -0.551 0.660 0.855 0.087
C -0.11862 0.58932 1.69098 -0.294 2.263 -4.278 -0.292
O 0.25193 0.52427 0.21997 -0.521 0.255 3.029 -0.459
H 0.58026 0.91342 2.45189 0.979 1.031 -0.181 0.017
H -0.24904 -0.37056 2.02256 -1.325 -2.814 0.878 -0.014
H -1.03925 1.25808 1.78929 0.731 -0.938 0.343 0.057
C 2.53957 -1.33372 3.10344 4.949 -1.268 1.995 -0.075
C 2.84738 -1.12811 1.60654 -4.047 1.779 0.615 -0.229
O 4.15616 -1.48529 1.15150 0.589 1.116 0.452 0.055
C 4.49402 -2.71294 0.98817 -3.454 -5.702 -0.303 -0.332
O 3.64362 -3.65497 0.92221 2.723 2.758 0.203 0.068
C 6.01075 -3.15736 0.90029 0.774 2.111 -1.193 -0.448
F 6.72177 -1.96646 1.00027 -0.269 -1.769 0.732 0.109
F 6.33344 -4.07911 1.82038 -0.329 1.360 -0.631 0.176
F 6.37939 -3.64512 -0.31528 -0.995 0.119 1.151 0.144
H 2.69364 -2.37954 3.56118 -0.416 1.205 -1.153 0.095
H 1.69230 -0.91951 3.58699 -1.274 0.503 -0.576 0.037
H 3.41371 -0.74755 3.63967 -1.472 -1.050 -0.747 0.112
H 2.75461 -0.03298 1.54152 0.895 -0.214 -0.418 0.110
H 1.86939 -1.29935 1.02061 2.030 -0.922 -0.169 0.115
C 0.62875 3.92712 0.97655 1.103 -0.393 -0.282 -0.043
C 1.08226 4.10066 -0.50731 -4.005 -2.277 2.316 -0.160
O 0.31966 5.17486 -1.04917 0.139 0.944 1.032 0.052
C 0.44817 5.52994 -2.27344 0.522 -1.810 -6.353 -0.346
O 0.89985 4.86810 -3.26208 -1.119 1.979 4.076 0.085
C -0.19536 6.93904 -2.62551 -0.036 -2.428 2.514 -0.635
F -1.50929 6.94722 -2.33484 -0.656 -0.434 -0.886 0.151
F 0.30951 7.77124 -1.77333 1.427 2.140 1.378 0.198
F 0.06252 7.31141 -3.81971 -0.164 0.314 -1.752 0.240
H 1.14478 3.01123 1.43320 -0.351 1.608 -0.609 0.091
H -0.40848 3.66257 1.02991 -0.719 0.018 -0.119 0.040
H 0.76152 4.88301 1.50130 0.217 -0.501 0.243 0.085
H 0.73927 3.16367 -0.93332 0.548 -0.120 -0.750 0.103
H 2.08486 4.24031 -0.48995 3.041 0.745 -0.773 0.100
C 3.08639 3.06309 4.09053 -1.738 1.108 1.222 -0.045
C 2.12079 2.24681 4.98579 7.885 2.566 4.478 -0.222
O 1.45112 3.12551 5.85485 -2.625 1.639 0.600 -0.020
C 0.17186 2.80434 6.36794 3.488 2.231 -1.367 -0.307
O -0.15397 1.68943 6.44808 -1.787 -1.424 0.455 0.201
C -0.63341 4.16219 6.73016 -1.722 -2.534 0.145 -0.455
F -1.59485 3.77944 7.68552 1.688 1.030 -1.534 0.096
F 0.11228 5.13066 7.18290 -0.160 -0.018 -0.022 0.211
F -1.31986 4.55643 5.61137 0.858 -0.221 1.219 0.131
H 3.78306 2.53275 3.47192 0.418 -0.526 0.197 0.072
H 3.49907 3.75433 4.81680 1.083 -0.147 -0.042 0.079
H 2.56600 3.76999 3.47310 -0.701 0.073 -0.748 0.048
H 2.93495 1.65982 5.67485 -2.185 0.763 -1.428 0.177
H 1.57731 1.61160 4.53867 -4.491 -4.575 -3.224 0.015
C 3.20867 -0.14355 -1.62441 -1.473 -0.412 1.556 -0.082
C 2.88800 0.84079 -2.68191 -0.414 -0.359 0.316 -0.205
O 2.35903 0.12919 -3.82080 -0.274 -0.121 -0.818 -0.012
C 3.16522 -0.47614 -4.74715 -8.122 1.275 1.257 -0.444
O 4.28315 -0.51202 -4.81380 7.559 -0.231 -0.106 0.263
C 2.24948 -1.06858 -5.85334 0.587 0.530 0.111 -0.489
F 1.02241 -1.39910 -5.37186 0.723 0.405 -1.145 0.120
F 2.19897 -0.14109 -6.86306 -0.737 -1.055 0.965 0.146
F 2.85110 -2.15419 -6.33281 -0.569 -0.070 -0.138 0.172
H 2.19294 -0.47242 -1.24351 1.227 -0.285 -0.220 0.076
H 3.63443 0.41763 -0.76498 0.183 -0.621 -0.529 0.095
H 3.83456 -0.95590 -2.01828 -0.043 0.214 0.497 0.091
H 3.78756 1.33136 -2.93520 0.749 1.048 -0.748 0.113
H 2.10820 1.50915 -2.25045 0.468 -0.226 -1.023 0.129
```
Forces are in eV/Å.

Summary:
Electronic energy in Ha: -3355.70126
Energy relative to the best compared isomer or geometry (same formula, charge and spin) in kJ/mol: 0.0
Charge: +1
Highest occupied orbital energy in eV: -9.39
Spin multiplicity: 1
Frontier orbital gap in eV: 7.0
LUMO in eV: -2.40


# 2
The following is a DFT calculation (wB97M-V/def2-TZVPD) of a cluster of 10 separate species, C35H64O30 in total.

```
129
Properties=species:S:1:pos:R:3:forces:R:3:lowdin_charge:R:1
C 2.23076 -0.37256 -1.74168 1.424 0.499 0.261 -0.020
C 0.83694 0.16141 -1.67955 -0.342 -0.701 -0.097 -0.298
C -0.25439 -0.85107 -2.08227 1.304 0.450 -0.049 -0.070
O -1.28534 -0.61911 -1.13344 -0.262 0.076 0.023 0.071
C -0.80915 0.14345 -0.12272 0.183 0.113 -0.441 -0.550
O -1.46666 0.52626 0.78930 -0.152 -0.166 0.432 0.151
O 0.49310 0.43174 -0.30772 -0.220 0.298 -0.072 0.100
H 2.96683 0.33625 -1.33619 -0.406 0.203 0.179 0.088
H 2.61545 -0.52277 -2.75259 -0.495 -0.402 -0.114 0.101
H 2.37437 -1.26040 -1.12447 -0.323 -0.239 -0.261 0.092
H 0.70503 1.06075 -2.27972 0.012 0.194 0.273 0.119
H 0.17376 -1.84700 -2.00210 -0.483 -0.223 0.040 0.118
H -0.56393 -0.64138 -3.10156 -0.427 -0.280 0.046 0.132
C -2.91640 1.32570 3.56116 0.709 0.297 -0.313 -0.008
C -3.00205 2.60340 2.74328 -1.142 -0.803 0.308 -0.320
C -4.07569 3.60516 3.19752 0.459 -0.850 0.870 -0.062
O -3.31617 4.59285 3.91389 -0.045 0.438 -0.314 0.075
C -2.00925 4.46176 3.62898 -0.182 0.032 -0.344 -0.572
O -1.15064 5.22872 3.93517 -0.034 -0.080 0.119 0.153
O -1.80055 3.34572 2.90022 0.465 0.013 -0.357 0.051
H -2.74919 1.58333 4.60809 -0.343 -0.304 0.138 0.099
H -2.03709 0.78672 3.20168 0.040 0.011 0.115 0.059
H -3.76731 0.67567 3.35887 -0.225 0.155 0.396 0.076
H -3.22056 2.28758 1.72320 0.640 0.523 -0.288 0.123
H -4.70723 3.15590 3.96317 -0.372 -0.032 -0.336 0.133
H -4.62719 3.98871 2.34681 -0.015 0.483 0.151 0.111
C 1.17388 -0.78846 3.23526 0.045 1.055 -0.239 -0.033
C 2.53168 -0.37369 2.70008 0.228 -0.877 -0.936 -0.212
O 3.42674 0.05782 3.72576 -0.180 0.908 -0.001 0.033
C 4.23382 -0.81528 4.29649 0.055 -0.585 0.083 -0.625
O 4.19402 -2.01703 4.18747 0.000 0.145 -0.170 0.123
O 5.12384 -0.14170 5.02475 -0.023 0.120 -0.178 0.008
C 6.13181 -0.94030 5.62516 0.542 -0.148 0.306 -0.049
H 1.21570 -1.52345 4.03285 0.039 -0.038 0.003 0.085
H 0.51094 -1.10901 2.43017 0.224 -0.276 -0.085 0.063
H 0.73197 0.15903 3.56313 -0.199 -0.317 0.497 0.082
H 2.42541 0.45925 2.00585 -0.066 0.242 0.315 0.102
H 3.05132 -1.13108 2.10136 -0.214 -0.291 0.332 0.126
H 5.71440 -1.60616 6.37870 -0.040 0.022 -0.011 0.098
H 6.83684 -0.24629 6.07720 -0.187 0.066 0.107 0.095
H 6.69321 -1.53621 4.90327 -0.296 0.005 -0.164 0.096
C -1.07010 -2.67713 -7.29961 0.741 -0.491 0.005 -0.061
C -1.57854 -2.77676 -5.87878 -0.088 -0.615 -0.459 -0.205
O -0.49059 -2.57196 -4.96279 -0.061 0.253 0.154 0.016
C 0.04893 -3.67305 -4.43836 0.473 0.026 0.303 -0.595
O -0.29032 -4.80407 -4.63393 -0.173 -0.236 -0.135 0.137
O 1.05620 -3.28717 -3.64164 -0.319 0.290 -0.458 -0.024
C 1.75885 -4.29140 -2.92805 0.395 -0.464 0.774 -0.028
H -0.23526 -3.38049 -7.41032 0.055 0.162 0.182 0.084
H -0.68315 -1.68542 -7.52598 -0.247 0.044 -0.218 0.078
H -1.77735 -3.05829 -8.03478 -0.360 0.509 0.064 0.081
H -1.96682 -3.78395 -5.73809 -0.156 0.102 0.244 0.117
H -2.34167 -2.04373 -5.63364 0.038 0.100 0.031 0.122
H 2.82104 -4.08147 -3.00601 -0.042 0.053 -0.174 0.071
H 1.54709 -5.30411 -3.25865 -0.152 0.124 -0.318 0.097
H 1.48633 -4.23373 -1.87060 -0.106 0.080 -0.054 0.099
C 1.91066 3.21563 2.89859 0.176 1.010 1.031 -0.042
C 2.82084 3.74076 1.80522 -0.951 -0.673 -0.024 -0.167
O 3.47636 2.64296 1.12589 0.141 0.114 -0.241 0.025
C 4.62115 2.19147 1.60739 0.096 -0.092 0.299 -0.624
O 5.25790 2.62759 2.52832 -0.109 0.210 -0.013 0.134
O 4.96779 1.11755 0.87557 0.118 -0.142 -0.145 -0.027
C 6.18020 0.45514 1.27856 -0.457 0.500 0.484 -0.014
H 2.39473 2.52989 3.59597 0.040 -0.319 -0.358 0.078
H 0.94630 2.86824 2.53574 0.136 -0.383 -0.120 0.069
H 1.68021 4.07311 3.54721 -0.179 -0.031 -0.196 0.088
H 3.50284 4.50346 2.16491 0.372 -0.223 -0.101 0.127
H 2.16213 4.11953 1.03300 0.325 0.420 -0.125 0.097
H 5.92293 -0.32835 1.99337 0.056 -0.267 -0.286 0.090
H 6.81512 1.15324 1.82077 0.150 0.039 -0.269 0.094
H 6.63223 0.09558 0.36251 0.139 -0.216 0.087 0.086
C -4.50930 -1.26563 0.43436 0.205 0.203 -0.460 -0.010
O -5.42357 -0.16642 0.42582 -0.238 0.135 -0.214 0.009
C -6.19093 0.06861 1.48187 0.144 -0.194 0.047 -0.620
O -6.02355 -0.33058 2.60680 0.151 -0.226 -0.006 0.115
O -7.20564 0.83095 1.08574 0.015 0.295 0.224 0.009
C -8.14099 1.16039 2.11866 -0.705 -0.196 -0.285 -0.036
H -3.51526 -0.95386 0.73641 -0.114 0.203 0.307 0.057
H -4.41929 -1.52246 -0.61969 -0.115 -0.288 0.058 0.102
H -4.87158 -2.10027 1.02700 -0.044 0.045 0.073 0.091
H -8.72782 0.27684 2.37882 0.196 -0.037 0.102 0.098
H -8.82834 1.86879 1.66334 0.157 0.155 0.049 0.094
H -7.68949 1.56772 3.01754 0.263 0.031 -0.100 0.093
C 2.61376 3.01031 -2.86317 -0.006 0.945 -1.536 -0.029
O 2.00440 3.79021 -1.84987 0.337 -0.136 0.560 0.015
C 0.68049 3.70939 -1.69200 0.346 -0.257 0.136 -0.602
O -0.12031 3.45058 -2.55732 -0.182 -0.168 -0.018 0.124
O 0.43817 3.93654 -0.41673 -0.024 0.089 0.440 0.013
C -0.91445 4.03292 0.03508 -1.094 0.266 -1.564 0.014
H 2.42584 3.46574 -3.84466 -0.355 -0.214 0.091 0.102
H 2.25922 1.99121 -2.87121 0.117 -0.131 0.098 0.059
H 3.69476 3.08242 -2.78372 -0.038 -0.181 0.709 0.103
H -0.93476 4.52230 0.99468 0.238 -0.061 0.123 0.097
H -1.45721 3.08721 0.02085 0.635 -0.338 0.498 0.080
H -1.48041 4.60296 -0.71499 0.201 0.404 0.308 0.106
C -2.18134 -2.54471 2.48695 0.902 -0.197 -0.312 -0.043
O -3.36608 -3.17994 2.93013 -0.383 0.214 0.173 -0.028
C -3.38863 -4.51655 2.88254 0.109 -0.067 0.114 -0.608
O -2.47710 -5.21818 2.54772 0.008 0.063 -0.103 0.141
O -4.56972 -5.01041 3.25268 0.045 -0.221 -0.063 0.014
C -5.57259 -4.15650 3.79099 -0.669 0.244 -0.061 -0.038
H -1.37898 -2.60560 3.22363 -0.181 -0.087 0.171 0.098
H -2.40176 -1.50471 2.28523 -0.164 0.045 0.153 0.057
H -1.80964 -3.02864 1.58067 -0.096 0.053 -0.019 0.107
H -6.52282 -4.68328 3.70984 0.194 -0.251 0.032 0.095
H -5.68858 -3.23416 3.22544 0.249 0.090 0.108 0.078
H -5.38246 -3.95074 4.84300 0.135 0.119 -0.042 0.101
C 5.27235 -3.48226 -6.24055 0.358 0.002 -0.312 -0.035
O 4.73097 -3.41526 -4.92423 -0.198 -0.172 0.073 -0.001
C 5.47612 -2.80797 -4.00456 0.045 0.024 -0.079 -0.621
O 6.55455 -2.31123 -4.17627 0.149 -0.002 -0.120 0.135
O 4.80305 -2.84182 -2.85398 -0.044 -0.013 0.259 -0.031
C 5.53753 -2.38855 -1.70042 -0.724 0.516 -0.183 -0.012
H 5.31908 -2.49113 -6.68961 -0.097 0.002 0.008 0.099
H 4.61996 -4.13919 -6.80611 -0.166 0.109 0.032 0.094
H 6.27655 -3.90718 -6.25933 -0.019 0.046 0.268 0.098
H 6.10105 -1.49773 -1.96537 0.478 -0.299 0.011 0.093
H 6.11058 -3.22170 -1.30933 0.324 0.183 0.056 0.104
H 4.79257 -2.05552 -0.97889 -0.078 -0.325 0.038 0.081
O -4.35656 3.82336 -0.00673 0.192 0.115 0.078 0.156
C -3.93800 3.47291 -1.06676 -0.517 -0.046 0.030 -0.591
O -3.37184 2.27787 -1.29522 0.096 -0.003 -0.435 0.038
C -3.20089 2.09849 -2.72762 0.163 0.463 0.918 -0.072
C -3.33847 3.52946 -3.24456 -0.196 -0.443 -0.736 -0.109
O -4.02609 4.20962 -2.19419 0.322 -0.116 0.061 0.076
H -2.19564 1.71687 -2.87743 -0.092 -0.223 -0.161 0.113
H -3.98904 1.42058 -3.04406 0.104 -0.069 -0.241 0.133
H -3.94173 3.56804 -4.15130 -0.094 0.107 0.109 0.131
H -2.36917 3.97261 -3.46254 0.007 0.172 0.347 0.113
```
Forces are in eV/Å.

Summary:
Electronic energy in Ha: -3629.33403
Energy relative to the best compared isomer or geometry (same formula, charge and spin) in kJ/mol: 0.0
SMILES string: C[C@H]1COC(=O)O1.C[C@H]1COC(=O)O1.CCOC(=O)OC.CCOC(=O)OC.CCOC(=O)OC.COC(=O)OC.COC(=O)OC.COC(=O)OC.COC(=O)OC.O=C1OCCO1
Highest occupied orbital energy in eV: -10.62
Spin multiplicity: 1
Frontier orbital gap in eV: 10.7
LUMO in eV: 0.06


Question: What is the formula in the first record?
Answer: C35H63F12N2O9


Question: energy relative to the best compared isomer or geometry (same formula, charge and spin) of number 1 (C35H63F12N2O9)?
Answer: 0.0 kJ/mol


Question: The highest frontier orbital gap belongs to which entry?
Answer: C35H64O30


Question: Among the records above, which one has the highest highest occupied orbital energy?
Answer: C35H63F12N2O9